a | 2 unconnected molecules or ions with the total composition C6H17NO. Source: the OMol25 dataset; level of theory: the ωB97M-V functional and the def2-TZVPD basis.

The geometry in XYZ format:
```
25
Properties=species:S:1:pos:R:3:lowdin_charge:R:1
O -5.704 3.541 -1.257 -0.06
N 1.091 -0.173 0.400 -0.20
C -0.242 -0.034 0.985 -0.10
C 0.543 0.394 -1.872 -0.08
C 1.152 -0.651 -0.974 -0.46
C 1.918 -0.839 2.784 -0.10
C 0.502 -2.063 -1.149 -0.06
C 2.088 -0.899 1.294 -0.23
H 2.355 -1.895 0.892 0.10
H 0.947 -1.055 3.194 0.05
H 2.759 -1.365 3.276 0.08
H 0.787 0.011 -2.924 0.10
H -0.537 0.988 1.236 0.08
H -5.814 4.397 -0.842 0.03
H 0.376 -2.377 -2.186 0.07
H -0.361 -0.473 1.977 0.06
H 2.901 -0.240 0.966 0.11
H 2.168 0.153 3.140 0.07
H -0.543 0.454 -1.901 0.07
H -5.572 3.681 -2.201 0.03
H 1.172 -2.840 -0.694 0.07
H -0.376 -2.134 -0.535 0.05
H 0.985 1.382 -1.696 0.08
H 2.196 -0.851 -1.282 0.14
H -0.954 -0.628 0.370 0.08
```

The charge is 0. The calculation puts the lowest unoccupied orbital energy at 0.99 eV. The calculation puts the gap between HOMO and LUMO at 8.896 eV. Its HOMO energy is -7.9 eV.



b | 2 unconnected molecules or ions with the total composition C6H17NO. Source: the OMol25 dataset; level of theory: the ωB97M-V functional and the def2-TZVPD basis.

The geometry in XYZ format:
```
25
Properties=species:S:1:pos:R:3:lowdin_charge:R:1
O -2.223 -0.685 -1.004 -0.12
N 0.133 0.182 0.098 -0.13
C -0.380 0.433 1.513 -0.25
C 1.296 1.060 -1.876 -0.23
C -0.647 -0.838 2.235 -0.30
C 0.522 1.432 -0.550 -0.27
C 0.383 0.160 -2.771 -0.13
C 0.581 -1.643 2.432 -0.12
H 0.291 1.183 2.019 0.12
H -0.417 1.877 -0.950 0.12
H 0.328 -2.494 3.080 0.08
H 1.301 2.023 -2.386 0.10
H 1.466 -1.136 2.875 0.09
H -1.270 -0.488 -0.732 -0.01
H 0.916 -1.973 1.449 0.06
H -2.778 0.069 -0.745 0.03
H 0.312 -0.935 -2.561 0.07
H -1.442 -1.302 1.533 0.13
H 2.180 0.456 -1.551 0.11
H -0.722 0.376 -2.562 0.07
H 1.271 2.170 -0.131 0.12
H -1.361 0.923 1.282 0.12
H 0.645 0.270 -3.822 0.06
H -1.277 -0.529 3.108 0.12
H 0.890 -0.594 0.014 0.15
```

The charge is 0. The calculation puts the lowest unoccupied orbital energy at 0.94 eV. The calculation puts the gap between HOMO and LUMO at 10.339 eV. Its HOMO energy is -9.4 eV.



c | 2 unconnected molecules or ions with the total composition C6H17NO. Source: the OMol25 dataset; level of theory: the ωB97M-V functional and the def2-TZVPD basis.

The geometry in XYZ format:
```
25
Properties=species:S:1:pos:R:3:lowdin_charge:R:1
O -1.821 4.048 -1.699 -0.12
N 0.225 -1.162 -0.671 -0.04
C 0.618 -0.591 0.671 -0.39
C -1.159 -0.935 -1.097 -0.28
C -2.029 -2.182 -1.367 -0.12
C 1.948 0.293 0.597 -0.16
C 2.044 1.193 1.906 -0.11
C 0.679 -1.611 1.760 -0.09
H 1.902 1.140 -0.061 0.08
H -1.753 -2.905 -0.629 0.05
H -1.735 -0.353 -0.339 0.11
H -1.250 -0.310 -2.043 0.11
H 0.626 -2.005 -0.969 0.08
H -1.140 4.261 -0.931 0.10
H 2.433 2.174 1.765 0.05
H 2.873 -0.120 0.402 0.07
H 1.814 -2.009 2.284 0.15
H -3.066 -1.948 -1.491 0.05
H 0.252 -1.172 2.684 0.06
H 2.503 0.714 2.736 0.04
H -2.193 -2.652 -2.400 0.09
H 0.154 -2.569 1.416 0.08
H -1.904 4.944 -2.084 0.03
H -0.118 0.118 0.885 0.09
H 0.994 1.438 2.254 0.08
```

The charge is 0. The calculation puts the lowest unoccupied orbital energy at 0.67 eV. The calculation puts the gap between HOMO and LUMO at 8.879 eV. Its HOMO energy is -8.2 eV.



Bottom line: b, by a margin of 0.0081 hartree.



a | 2 unconnected molecules or ions with the total composition C6H17NO. Source: the OMol25 dataset; level of theory: the ωB97M-V functional and the def2-TZVPD basis.

The geometry in XYZ format:
```
25
Properties=species:S:1:pos:R:3:lowdin_charge:R:1
O 1.237 -0.750 -2.029 -0.11
N 1.933 -0.684 -0.769 -0.17
C -1.597 -0.025 0.276 -0.43
C -1.956 0.303 -1.173 -0.08
C 0.114 0.570 2.122 -0.11
C -1.325 -1.522 0.419 -0.08
C 2.706 0.518 -0.735 -0.14
C -0.430 0.868 0.727 -0.27
H 1.948 1.398 -0.630 0.09
H -0.517 -1.832 -0.241 0.07
H -1.067 -1.789 1.441 0.07
H -0.693 0.555 2.854 0.08
H -2.817 -0.279 -1.499 0.08
H 0.621 -0.393 2.158 0.06
H -2.460 0.213 0.911 0.13
H 1.119 -0.506 -0.072 0.08
H 3.387 0.575 -1.583 0.08
H 3.274 0.530 0.192 0.08
H -0.840 1.883 0.762 0.11
H 0.814 1.347 2.424 0.07
H -2.212 -2.087 0.134 0.08
H -2.202 1.359 -1.282 0.08
H 0.402 1.130 -0.049 0.09
H -1.121 0.065 -1.830 0.06
H 1.683 -1.446 -2.527 0.09
```

The charge is 0. The calculation puts the lowest unoccupied orbital energy at 1.02 eV. The calculation puts the gap between HOMO and LUMO at 10.296 eV. Its HOMO energy is -9.3 eV.



b | 2 unconnected molecules or ions with the total composition C6H17NO. Source: the OMol25 dataset; level of theory: the ωB97M-V functional and the def2-TZVPD basis.

The geometry in XYZ format:
```
25
Properties=species:S:1:pos:R:3:lowdin_charge:R:1
O -3.000 -2.279 -0.674 -0.06
N 2.539 -1.212 0.452 0.03
C 1.172 -0.668 0.771 -0.46
C 1.096 -0.295 2.233 -0.07
C -0.513 1.304 -2.173 -0.09
C -0.507 0.506 -0.848 -0.38
C -1.456 1.355 0.129 -0.06
C 0.890 0.470 -0.188 -0.17
H -1.628 2.387 -0.135 0.07
H -0.984 -0.468 -0.944 0.09
H 0.353 -1.406 0.634 0.13
H 0.213 2.163 -2.069 0.09
H 0.183 0.245 2.512 0.08
H 0.071 0.676 -2.847 0.07
H -2.694 -1.363 -0.559 0.01
H -1.411 1.808 -2.477 0.07
H 1.494 0.122 -1.063 0.12
H 1.940 0.410 2.286 0.09
H 1.093 1.466 0.212 0.13
H -2.350 0.844 0.464 0.06
H 1.296 -1.046 2.963 0.06
H -2.221 -2.788 -0.930 0.03
H -0.887 1.471 1.064 0.05
H 2.820 -1.672 1.335 0.07
H 2.490 -2.030 -0.151 0.07
```

The charge is 0. The calculation puts the lowest unoccupied orbital energy at 0.74 eV. The calculation puts the gap between HOMO and LUMO at 10.604 eV. Its HOMO energy is -9.9 eV.



c | 2 unconnected molecules or ions with the total composition C6H17NO. Source: the OMol25 dataset; level of theory: the ωB97M-V functional and the def2-TZVPD basis.

The geometry in XYZ format:
```
25
Properties=species:S:1:pos:R:3:lowdin_charge:R:1
O -2.358 -2.052 2.433 -0.06
N -0.246 -0.921 -0.898 -0.21
C -0.727 0.229 -0.045 -0.22
C 0.158 0.806 1.004 -0.29
C 0.674 -1.805 -0.172 -0.12
C -0.308 2.062 1.730 -0.12
C 0.417 -0.395 -2.103 -0.27
C 1.453 0.731 -2.100 -0.11
H 1.421 1.409 -2.955 0.07
H 2.404 0.256 -1.887 0.07
H -2.052 -2.243 1.533 0.03
H -1.538 -0.319 0.480 0.10
H 0.899 -1.174 -2.683 0.10
H 0.454 0.052 1.710 0.09
H -0.608 2.864 1.043 0.06
H 1.443 1.609 -1.404 0.07
H -1.258 0.889 -0.731 0.13
H 1.714 -1.406 -0.006 0.10
H -0.446 -0.082 -2.728 0.11
H 0.411 2.533 2.493 0.10
H 1.109 1.182 0.434 0.11
H 0.314 -1.999 0.855 0.07
H -2.749 -1.178 2.489 0.03
H -1.309 1.729 2.182 0.09
H 0.727 -2.775 -0.673 0.08
```

The charge is 0. The calculation puts the lowest unoccupied orbital energy at 0.85 eV. The calculation puts the gap between HOMO and LUMO at 9.559 eV. Its HOMO energy is -8.7 eV.



d | 2 unconnected molecules or ions with the total composition C6H17NO. Source: the OMol25 dataset; level of theory: the ωB97M-V functional and the def2-TZVPD basis.

The geometry in XYZ format:
```
25
Properties=species:S:1:pos:R:3:lowdin_charge:R:1
O 0.282 2.435 1.287 -0.05
N -0.550 -0.566 -0.891 -0.05
C -1.545 -0.221 0.189 -0.28
C 0.014 0.667 -1.511 -0.26
C 2.484 -0.008 -0.713 -0.11
C 1.499 0.333 -1.925 -0.23
C -1.918 -1.377 1.019 -0.25
C -0.750 -1.774 2.017 -0.08
H -0.893 -1.126 2.829 0.05
H 3.032 -0.885 -0.926 0.04
H -0.726 -2.716 2.452 0.03
H -2.858 -1.222 1.638 0.13
H -2.394 0.097 -0.549 0.14
H 1.883 1.280 -2.473 0.12
H -2.114 -2.199 0.324 0.10
H 1.505 -0.487 -2.685 0.10
H 0.054 1.649 -0.979 0.09
H 0.176 -1.023 -0.432 0.03
H 0.295 -1.643 1.622 0.07
H -0.496 0.933 -2.532 0.13
H -1.369 0.719 0.829 0.12
H 1.965 -0.063 0.303 0.07
H 3.281 0.779 -0.561 0.08
H 0.947 3.031 1.696 0.07
H 0.605 1.640 0.931 -0.04
```

The charge is 0. The calculation puts the lowest unoccupied orbital energy at 0.77 eV. The calculation puts the gap between HOMO and LUMO at 9.828 eV. Its HOMO energy is -9.1 eV.



Bottom line: b, by a margin of 0.0199 hartree.



a | 2 unconnected molecules or ions with the total composition C7H13NSi. Source: the OMol25 dataset; level of theory: the ωB97M-V functional and the def2-TZVPD basis.

The geometry in XYZ format:
```
22
Properties=species:S:1:pos:R:3:lowdin_charge:R:1
Si -0.640 -0.346 -0.014 0.69
N -0.441 -0.747 1.690 -0.23
C -0.572 0.143 2.813 -0.22
C 0.294 -1.707 -0.996 -0.24
C -1.352 1.298 -2.268 -0.23
C 2.990 -0.319 1.561 0.01
C -1.370 1.084 -0.713 -0.35
C 3.078 0.376 0.585 0.01
C 1.398 -1.391 -1.712 -0.08
H -1.360 -0.222 3.502 0.06
H -0.394 1.082 -2.636 0.01
H -0.883 1.173 2.456 0.08
H 1.830 -2.059 -2.389 0.03
H 1.556 -0.318 -1.861 0.04
H -1.823 2.239 -2.513 0.05
H 3.343 0.901 -0.248 0.00
H 0.126 -1.601 1.869 0.08
H 0.444 0.307 3.413 0.10
H -2.040 0.531 -2.789 0.08
H -2.389 1.517 -0.446 0.04
H 2.874 -1.150 2.147 0.00
H -0.032 -2.792 -0.986 0.07
```

The charge is 0. The calculation puts the lowest unoccupied orbital energy at 0.83 eV. The calculation puts the gap between HOMO and LUMO at 8.011 eV. Its HOMO energy is -7.2 eV.



b | A molecular structure, C7H13NSi. Source: the OMol25 dataset; level of theory: the ωB97M-V functional and the def2-TZVPD basis.

The geometry in XYZ format:
```
22
Properties=species:S:1:pos:R:3:lowdin_charge:R:1
Si -0.932 0.397 -0.278 0.72
N 2.529 1.116 0.289 0.15
C 0.718 -0.578 0.215 -0.18
C -1.016 0.713 -2.272 -0.14
C -2.354 -0.833 0.300 -0.19
C 1.203 -1.890 0.389 -0.02
C 2.066 -0.046 0.512 -0.43
C -1.043 2.020 0.896 -0.17
C 2.632 -1.442 0.784 -0.09
H -0.659 2.832 0.309 0.00
H 2.843 -1.564 1.834 0.10
H -1.931 -1.887 0.293 0.03
H -0.102 1.160 -2.456 -0.01
H -3.120 -0.857 -0.569 0.05
H 0.676 -2.760 0.245 0.06
H 3.521 1.167 0.458 0.04
H -2.649 -0.532 1.213 -0.05
H -2.185 2.151 1.164 0.06
H -1.063 -0.284 -2.711 0.03
H -1.870 1.235 -2.348 -0.04
H -0.510 1.773 1.746 -0.03
H 3.244 -1.891 -0.016 0.11
```

The charge is 0. The calculation puts the lowest unoccupied orbital energy at 0.83 eV. The calculation puts the gap between HOMO and LUMO at 10.015 eV. Its HOMO energy is -9.2 eV.



Bottom line: b, by a margin of 0.1027 hartree.